Entry 1:
ORCA calculation (ωB97M-V with the def2-TZVPD basis set) on a cluster of 13 separate species, C27H28Cl49P in total in a non-equilibrium geometry.

CARTESIAN COORDINATES (ANGSTROEM)
C 2.656 -2.587 -0.640
C 2.104 -1.530 0.060
P 2.553 0.228 -0.182
C 3.139 0.369 -1.933
C 2.269 -0.362 -2.986
C 2.337 0.219 -4.397
Cl 2.124 1.997 -4.485
C 0.946 1.104 0.119
C 0.200 1.660 -1.129
C -1.119 0.873 -1.422
C -2.309 1.829 -1.127
C -1.256 0.426 -2.901
C -1.224 -1.121 -3.087
C -2.518 -1.830 -2.760
C -2.672 -2.672 -1.759
C -1.595 -2.970 -0.726
C -3.980 -3.426 -1.560
H 2.001 -3.127 -1.333
H 3.678 -2.948 -0.509
H 1.367 -1.762 0.847
H 3.223 1.444 -2.130
H 4.170 0.003 -1.926
H 2.649 -1.388 -3.064
H 1.257 -0.445 -2.592
H 1.502 -0.212 -4.959
H 3.231 -0.116 -4.925
H 1.093 1.909 0.841
H 0.276 0.388 0.612
H -0.132 2.670 -0.857
H 0.819 1.783 -2.019
H -1.220 -0.006 -0.778
H -2.240 2.185 -0.091
H -2.183 2.711 -1.762
H -3.268 1.345 -1.324
H -0.513 0.889 -3.559
H -2.236 0.742 -3.280
H -0.440 -1.561 -2.466
H -0.969 -1.320 -4.137
H -3.365 -1.665 -3.426
H -1.536 -2.135 -0.019
H -0.621 -3.075 -1.215
H -1.785 -3.903 -0.192
H -3.744 -4.495 -1.522
H -4.630 -3.191 -2.405
H -4.421 -3.130 -0.597
C 5.906 2.694 -6.027
Cl 7.536 3.108 -6.570
Cl 5.960 2.225 -4.321
Cl 4.847 4.096 -6.225
Cl 5.284 1.345 -6.990
C -7.574 -1.718 0.827
Cl -9.138 -1.409 0.064
Cl -7.474 -3.422 1.287
Cl -6.275 -1.339 -0.312
Cl -7.409 -0.706 2.268
C 5.185 -1.161 3.442
Cl 3.952 -0.953 2.186
Cl 5.643 0.423 4.082
Cl 4.536 -2.171 4.745
Cl 6.605 -1.950 2.740
C 9.041 6.739 -4.344
Cl 8.208 8.104 -3.587
Cl 9.547 7.191 -5.977
Cl 10.463 6.310 -3.384
Cl 7.949 5.352 -4.432
C -12.936 -2.225 -1.015
Cl -14.230 -2.117 -2.215
Cl -12.595 -0.613 -0.370
Cl -13.439 -3.292 0.302
Cl -11.478 -2.875 -1.774
C -9.319 -6.195 4.161
Cl -8.425 -5.074 5.195
Cl -10.618 -5.325 3.334
Cl -8.222 -6.889 2.960
Cl -10.008 -7.490 5.148
C -5.621 3.082 -2.940
Cl -4.685 4.155 -1.896
Cl -6.883 4.001 -3.769
Cl -4.547 2.345 -4.139
Cl -6.350 1.818 -1.952
C 2.047 3.824 3.508
Cl 2.488 4.695 2.032
Cl 0.459 3.069 3.293
Cl 3.253 2.576 3.837
Cl 1.979 4.956 4.866
C 1.779 6.713 8.652
Cl 0.947 8.083 9.400
Cl 2.234 7.134 6.994
Cl 3.231 6.326 9.581
Cl 0.703 5.311 8.626
C 3.543 -5.930 1.249
Cl 1.818 -6.026 0.867
Cl 4.023 -7.356 2.179
Cl 4.472 -5.859 -0.255
Cl 3.856 -4.470 2.192
C 3.318 -5.807 -4.321
Cl 3.480 -4.602 -3.039
Cl 4.752 -6.842 -4.338
Cl 1.882 -6.793 -4.019
Cl 3.158 -4.993 -5.883
C 5.906 5.226 12.756
Cl 4.646 6.443 12.997
Cl 5.309 3.970 11.663
Cl 7.335 5.990 12.050
Cl 6.331 4.501 14.312

Energy above the lowest of the compared OMol25 structures with the same formula, charge and spin: 122.90 kJ/mol
HOMO energy: -6.90 eV
Energy: -651332.983 eV
Frontier orbital gap: 0.2400 Ha
Maximum force: 0.0388 hartree/bohr

***

Entry 2:
ORCA calculation (ωB97M-V with the def2-TZVPD basis set) on a structure of composition C27H28F4IN6O2Ta in a non-equilibrium geometry.

CARTESIAN COORDINATES (ANGSTROEM)
Ta -0.099 0.032 -0.072
C -2.452 2.565 -0.195
N -2.218 1.369 0.623
C -3.473 0.609 0.655
C -1.790 1.738 1.983
C -1.208 0.550 2.759
N -0.394 -0.348 1.943
C -0.040 -1.522 2.562
C 0.562 -2.561 1.825
F 0.818 -2.339 0.470
C 0.896 -3.801 2.341
F 1.446 -4.698 1.531
C 0.657 -4.103 3.668
C 0.100 -3.105 4.447
F -0.141 -3.331 5.726
C -0.226 -1.853 3.929
F -0.713 -0.957 4.797
H -3.384 3.053 0.101
H -2.525 2.285 -1.246
H -1.654 3.293 -0.067
H -4.293 1.240 1.014
H -3.395 -0.245 1.319
H -3.718 0.256 -0.346
H -2.630 2.146 2.560
H -1.029 2.516 1.902
H -2.039 -0.022 3.192
H -0.623 0.961 3.590
H 0.904 -5.067 4.080
C 0.675 0.305 -3.400
N -0.177 -0.300 -2.391
C -1.168 -1.050 -2.770
C -1.932 -1.679 -1.776
C -2.974 -2.608 -1.802
C -3.230 -2.946 -0.471
C -2.342 -2.224 0.301
N -1.552 -1.428 -0.466
C 2.122 -0.072 -3.183
C 2.524 -1.391 -3.371
C 3.866 -1.726 -3.315
C 4.816 -0.750 -3.056
C 4.418 0.555 -2.821
C 3.076 0.893 -2.880
H 0.559 1.392 -3.351
H 0.374 -0.031 -4.401
H -1.406 -1.204 -3.820
H -3.465 -2.988 -2.674
H -3.968 -3.632 -0.112
H -2.233 -2.250 1.369
H 1.789 -2.149 -3.608
H 4.174 -2.741 -3.509
H 5.865 -1.001 -3.057
H 5.156 1.317 -2.625
H 2.774 1.923 -2.754
C 1.122 4.206 -1.164
O 0.492 2.950 -1.519
C 0.342 2.026 -0.637
O 0.690 2.078 0.545
H 0.986 4.856 -2.023
H 2.181 4.045 -0.966
H 0.657 4.630 -0.275
I 6.287 1.599 0.997
C 4.624 0.432 0.528
C 4.590 -0.887 0.107
N 3.303 -1.192 -0.106
N 2.494 -0.148 0.142
C 3.290 0.843 0.539
H 5.389 -1.590 -0.025
H 2.945 -2.078 -0.437
H 2.914 1.800 0.844

Energy above the lowest of the compared OMol25 structures with the same formula, charge and spin: 157.96 kJ/mol
HOMO energy: -13.84 eV
Charge: +2
Energy: -61996.538 eV
Frontier orbital gap: 0.2267 Ha
Maximum force: 0.0388 hartree/bohr

***

Entry 3:
ORCA calculation (ωB97M-V with the def2-TZVPD basis set) on a structure of composition C27H28IrN3O2P in a non-equilibrium geometry.

CARTESIAN COORDINATES (ANGSTROEM)
N -1.380 3.336 -1.640
C -0.277 3.728 -1.561
C 0.932 4.515 -1.385
H 0.639 5.579 -1.418
H 1.690 4.316 -2.165
H 1.383 4.321 -0.396
N 3.679 -2.337 -1.350
C 4.572 -3.073 -1.449
C 5.701 -3.978 -1.530
H 6.413 -3.609 -2.277
H 5.356 -4.974 -1.827
H 6.192 -4.036 -0.551
N -3.701 -0.755 -1.565
C -3.832 -1.915 -1.457
C -4.276 -3.295 -1.364
H -3.655 -3.875 -0.666
H -4.225 -3.764 -2.358
H -5.316 -3.303 -1.005
Ir 0.346 -0.402 -1.127
C 0.310 -2.180 -0.381
O 0.222 -3.273 -0.018
C 1.886 0.481 -0.376
O 2.793 1.109 -0.033
C 0.747 0.996 -2.855
C -0.592 1.036 -3.293
C -1.320 -0.116 -3.315
C -0.704 -1.312 -2.889
C 0.708 -1.417 -3.040
C 1.456 -0.228 -3.019
H 1.269 1.914 -2.600
H -1.028 1.995 -3.554
H -2.363 -0.147 -3.595
H -1.311 -2.184 -2.660
H 1.212 -2.380 -2.983
H 2.538 -0.271 -2.940
C -2.609 0.543 0.942
P -0.814 0.353 0.773
C -0.270 1.990 1.408
C -1.192 3.053 1.302
C -0.956 4.285 1.908
C 0.215 4.465 2.652
C 1.159 3.437 2.724
C 0.950 2.227 2.053
C -0.484 -0.908 2.080
C 0.696 -0.940 2.827
C 0.722 -1.666 4.024
C -0.356 -2.498 4.359
C -1.436 -2.661 3.476
C -1.444 -1.918 2.292
H -2.982 1.154 0.116
H -2.826 1.040 1.900
H -3.140 -0.409 0.929
H -2.137 2.918 0.774
H -1.694 5.087 1.801
H 0.397 5.422 3.134
H 2.067 3.572 3.311
H 1.722 1.468 2.100
H 1.577 -0.394 2.503
H 1.582 -1.576 4.695
H -0.328 -3.077 5.281
H -2.255 -3.355 3.712
H -2.230 -2.113 1.562

HOMO energy (spin up / spin down): -18.37 / -20.75 eV
Charge: +4
Energy: -49095.202 eV
Spin multiplicity: 6
Frontier orbital gap (spin up / spin down): 0.2157 / 0.1558 Ha
Maximum force: 0.1200 hartree/bohr

***

Entry 4:
ORCA calculation (ωB97M-V with the def2-TZVPD basis set) on a structure of composition C27H28LaN7O6S in a non-equilibrium geometry.

CARTESIAN COORDINATES (ANGSTROEM)
La -0.863 0.585 1.150
N 2.563 -1.283 -2.387
C 1.833 -0.413 -1.668
N 1.319 -0.659 -0.518
C 1.642 -1.860 0.100
N 1.631 -2.095 1.372
N 1.002 -1.062 2.196
C 1.225 -1.254 3.429
C 0.636 -0.356 4.396
C 1.145 -0.346 5.673
C 0.656 0.695 6.520
C -0.342 1.538 6.018
C -0.884 1.337 4.735
N -0.363 0.439 3.950
C 1.923 -2.966 -0.827
C 1.584 -4.287 -0.592
C 1.645 -5.213 -1.621
C 2.136 -4.867 -2.885
C 2.561 -3.599 -3.107
C 2.374 -2.654 -2.109
H 2.897 -1.001 -3.307
H 1.630 0.549 -2.128
H 1.881 -2.087 3.753
H 1.970 -0.986 5.958
H 1.066 0.785 7.482
H -0.725 2.277 6.705
H -1.692 1.947 4.366
H 1.239 -4.573 0.413
H 1.314 -6.225 -1.353
H 2.129 -5.641 -3.654
H 2.800 -3.244 -4.123
N -1.775 -2.041 1.168
C -3.256 -1.848 1.038
C -3.698 -0.690 2.016
O -4.754 -0.860 2.603
O -2.971 0.413 2.002
H -1.321 -2.598 0.452
H -1.580 -2.491 2.037
H -3.803 -2.763 1.278
H -3.464 -1.506 -0.009
O -1.581 -1.493 -1.839
C -1.375 -0.476 -2.471
N -1.342 0.776 -1.918
S -0.982 1.927 -3.038
O -2.041 2.888 -3.095
O 0.371 2.464 -2.797
C -0.880 0.809 -4.405
C -0.498 1.043 -5.722
C -0.423 -0.089 -6.560
C -0.700 -1.373 -6.090
C -1.033 -1.562 -4.761
C -1.142 -0.455 -3.932
H -0.296 2.008 -6.119
H -0.115 0.028 -7.581
H -0.726 -2.172 -6.831
H -1.216 -2.546 -4.387
C 1.465 3.986 2.351
C 0.205 3.899 1.478
C 0.227 4.515 0.083
C -1.030 4.465 2.102
O 0.035 2.516 1.226
H 1.812 4.996 2.570
H 2.247 3.431 1.852
H 1.154 3.619 3.320
H 0.404 5.590 0.068
H -0.755 4.304 -0.265
H 0.936 3.942 -0.527
H -1.274 5.430 1.658
H -0.883 4.609 3.201
H -1.874 3.822 1.910

Energy above the lowest of the compared OMol25 structures with the same formula, charge and spin: 94.78 kJ/mol
HOMO energy: -8.77 eV
Energy: -62867.634 eV
Frontier orbital gap: 0.2837 Ha
Maximum force: 0.0531 hartree/bohr

***

Entry 5:
ORCA calculation (ωB97M-V with the def2-TZVPD basis set) on a structure of composition C27H29ClN5O2Pd in a non-equilibrium geometry.

CARTESIAN COORDINATES (ANGSTROEM)
Pd -0.489 0.240 -0.659
Cl 6.123 2.392 0.919
C 4.737 1.715 0.068
C 4.883 0.509 -0.643
C 3.810 -0.027 -1.301
C 2.518 0.616 -1.355
O 1.554 0.097 -1.973
C 2.410 1.854 -0.606
C 1.183 2.596 -0.498
N 0.076 2.361 -1.127
C -0.894 3.340 -1.190
C -0.576 4.687 -1.279
C -1.568 5.683 -1.367
C -2.894 5.359 -1.382
C -3.271 3.993 -1.333
C -4.625 3.584 -1.362
C -4.932 2.259 -1.339
C -3.881 1.318 -1.300
N -2.618 1.652 -1.252
C -2.287 2.974 -1.254
C 3.529 2.356 0.093
H 5.843 0.004 -0.647
H 3.903 -0.972 -1.828
H 1.203 3.438 0.212
H 0.469 4.968 -1.312
H -1.269 6.725 -1.428
H -3.663 6.123 -1.438
H -5.402 4.341 -1.404
H -5.959 1.917 -1.360
H -4.087 0.252 -1.318
H 3.427 3.284 0.649
N -2.564 -1.681 -0.988
C -2.906 -1.751 0.354
C -2.521 -0.737 1.247
C -2.931 -0.776 2.571
C -3.716 -1.820 3.058
C -4.083 -2.834 2.184
C -3.690 -2.802 0.852
H -2.477 -2.566 -1.459
H -1.767 -1.012 -1.213
H -1.874 0.097 0.888
H -2.618 0.018 3.240
H -4.026 -1.845 4.096
H -4.684 -3.664 2.539
H -3.987 -3.600 0.179
C 1.364 -0.578 1.662
N 2.175 -1.699 1.215
C 3.596 -1.634 1.536
C 1.624 -2.569 0.319
O 0.478 -2.469 -0.092
N 2.472 -3.607 -0.142
C 2.886 -4.574 0.861
C 1.990 -4.232 -1.362
H 2.034 0.255 1.878
H 0.774 -0.815 2.552
H 0.683 -0.249 0.856
H 3.940 -0.604 1.435
H 4.167 -2.246 0.847
H 3.795 -1.966 2.562
H 3.057 -4.088 1.819
H 3.812 -5.064 0.555
H 2.120 -5.348 1.007
H 1.698 -3.466 -2.075
H 1.125 -4.881 -1.182
H 2.799 -4.832 -1.785

Energy above the lowest of the compared OMol25 structures with the same formula, charge and spin: 70.11 kJ/mol
HOMO energy: -3.14 eV
Charge: -1
Energy: -56018.443 eV
Frontier orbital gap: 0.2173 Ha
Maximum force: 0.0216 hartree/bohr

***

Entry 6:
ORCA calculation (ωB97M-V with the def2-TZVPD basis set) on an isolated molecule of C27H29ClN6O2 in a non-equilibrium geometry.

CARTESIAN COORDINATES (ANGSTROEM)
C -6.362 1.933 -0.091
C -6.046 0.494 0.054
C -4.807 -0.138 -0.022
C -3.517 0.536 -0.227
O -3.406 1.748 -0.273
N -2.470 -0.332 -0.372
C -1.120 -0.046 -0.586
C -0.607 1.253 -0.641
C 0.731 1.465 -0.870
C 1.651 0.416 -1.048
N 2.961 0.697 -1.328
C 3.869 -0.225 -1.961
C 4.897 -0.803 -0.985
C 5.695 0.336 -0.349
N 6.636 -0.101 0.684
C 7.691 0.879 0.893
C 8.516 0.486 2.117
O 9.096 -0.785 1.957
C 8.094 -1.744 1.720
C 7.255 -1.402 0.486
C 4.690 1.306 0.288
C 3.665 1.809 -0.735
C 1.123 -0.893 -0.973
C 1.889 -2.074 -1.033
N 2.431 -3.087 -1.021
C -0.243 -1.103 -0.754
C -5.106 -1.514 0.112
N -6.394 -1.705 0.245
N -6.965 -0.490 0.220
C -8.361 -0.406 0.322
C -9.122 -1.428 -0.239
C -10.500 -1.396 -0.158
C -11.121 -0.337 0.488
Cl -12.844 -0.284 0.581
C -10.371 0.673 1.070
C -8.991 0.636 0.994
H -6.410 2.420 0.883
H -5.557 2.407 -0.647
H -7.310 2.076 -0.606
H -2.686 -1.317 -0.336
H -1.274 2.089 -0.522
H 1.076 2.484 -0.946
H 3.312 -1.027 -2.444
H 4.404 0.331 -2.745
H 4.384 -1.373 -0.209
H 5.549 -1.478 -1.539
H 6.238 0.862 -1.160
H 7.253 1.863 1.062
H 8.359 0.938 0.013
H 9.341 1.186 2.267
H 7.864 0.492 3.004
H 8.606 -2.697 1.581
H 7.428 -1.809 2.594
H 6.486 -2.165 0.380
H 7.907 -1.415 -0.405
H 5.202 2.165 0.720
H 4.174 0.781 1.093
H 2.968 2.480 -0.237
H 4.182 2.366 -1.527
H -0.601 -2.123 -0.709
H -4.452 -2.364 0.125
H -8.616 -2.245 -0.728
H -11.092 -2.185 -0.595
H -10.864 1.480 1.588
H -8.414 1.405 1.479

Energy above the lowest of the compared OMol25 structures with the same formula, charge and spin: 122.27 kJ/mol
HOMO energy: -7.65 eV
Energy: -54027.729 eV
Frontier orbital gap: 0.2991 Ha
Maximum force: 0.0198 hartree/bohr

***

Question: What is the formula in the fourth record?
Answer: C27H28LaN7O6S

***

Question: What is the maximum force in the sixth record?
Answer: 0.0198 hartree/bohr

***

Question: Look up the energy of the third one.
Answer: -49095.202 eV

***

Question: Among the records above, which one has the highest energy?
Answer: C27H28IrN3O2P